ORCA calculation (ωB97M-V with the def2-TZVPD basis set) on a single C4H3N molecule in a non-equilibrium geometry.

```
8
Properties=species:S:1:pos:R:3:forces:R:3:lowdin_charge:R:1
C 1.3237 -0.1794 -0.3225 0.2 0.0 0.0 -0.070
C -0.0968 -0.4428 -0.4095 -0.5 0.0 0.1 -0.050
C -1.2949 -0.4204 -0.2462 0.7 0.4 0.2 -0.030
C -2.2056 0.2840 0.5236 -0.7 0.6 0.7 -0.264
N -2.7435 0.9980 1.2609 0.0 -0.7 -0.7 0.139
H 1.9458 -0.7825 -0.9808 0.0 0.0 0.0 0.083
H 1.6121 -0.3413 0.7217 0.1 -0.1 -0.2 0.096
H 1.4593 0.8844 -0.5472 0.2 -0.2 -0.1 0.096
```
Forces are in eV/Å.

Results
- Energy above the lowest of the compared OMol25 structures with the same formula, charge and spin: 16.7 kcal per mole
- Electronic energy: -5683.782 eV
- LUMO level: 0.501 eV
- HOMO level: -10.45 eV
- Strongest force on any atom: 1.1 eV/A